one | The following is a quantum chemistry calculation of the molecule C5H10S2, from the Open Molecules 2025 dataset.

The frontier orbital gap is 9.53 eV. Its SMILES is C=CCS[C@H](C)S.

ORCA input file:
```
! RIJCOSX wB97M-V def2-TZVPD def2/J DEFGRID3
* xyz 0 1
C -1.0200 1.6553 0.3704
C -0.1160 2.5696 -0.1334
C -1.6297 0.5455 -0.3506
C 0.1946 -1.2702 -0.0308
C 1.8205 -1.2468 -0.0281
S -0.4919 -0.2813 -1.3027
S -0.3687 -2.9129 0.6242
H -1.5783 2.1774 1.1548
H -0.1366 -0.7723 0.7730
H 0.5243 2.5702 -0.9554
H 0.1205 3.4813 0.5252
H -2.2565 -0.0210 0.3724
H -2.0889 1.1104 -1.1336
H 2.3467 -1.6218 0.9214
H 2.1109 -0.1807 -0.0669
H 2.1938 -1.9109 -0.7789
H 0.3753 -3.8917 0.0390
*
```

Calculated atomic charges, method Löwdin, unit e: number 1, C, carries -0.2563; number 2, C, carries -0.0057; number 3, C, carries -0.5775; number 4, C, carries -0.9771; number 5, C, carries -0.1506; number 6, S, carries 0.9039; number 7, S, carries 0.6762; number 8, H, carries 0.0962; number 9, H, carries -0.0401; number 10, H, carries 0.0184; number 11, H, carries 0.0780; number 12, H, carries 0.1155; number 13, H, carries 0.0710; number 14, H, carries 0.0887; number 15, H, carries 0.0612; number 16, H, carries 0.0446; number 17, H, carries -0.1464


two | The following is a quantum chemistry calculation of the molecule C5H10S2, from the Open Molecules 2025 dataset.

The frontier orbital gap is 9.66 eV. Its SMILES is C=C[C@H](S)[C@@H](C)S.

ORCA input file:
```
! RIJCOSX wB97M-V def2-TZVPD def2/J DEFGRID3
* xyz 0 1
C 2.2884 -1.0588 -0.5902
C 1.3926 -0.4412 0.1233
C -1.5385 0.6441 1.4134
C 0.0256 0.0675 -0.5995
C -1.1209 -0.3389 0.2580
S 0.0222 1.8258 -1.0807
S -2.6069 -0.3461 -0.8599
H 3.1927 -1.4528 -0.0661
H 2.1320 -1.0621 -1.7384
H 1.2247 -0.2847 1.1401
H -2.1922 0.2378 2.1213
H -1.8667 1.5376 1.0889
H -0.7075 0.7939 1.9652
H 0.0664 -0.4102 -1.4828
H -1.1479 -1.4342 0.4499
H 1.3768 1.8678 -1.2747
H -3.1328 0.8112 -0.3606
*
```

Calculated atomic charges, method Löwdin, unit e: number 1, C, carries -0.0143; number 2, C, carries -0.1725; number 3, C, carries -0.1270; number 4, C, carries -0.7272; number 5, C, carries -0.6707; number 6, S, carries 0.7376; number 7, S, carries 0.7184; number 8, H, carries 0.0725; number 9, H, carries 0.1064; number 10, H, carries 0.0755; number 11, H, carries 0.0715; number 12, H, carries 0.0122; number 13, H, carries 0.0352; number 14, H, carries 0.0145; number 15, H, carries 0.1037; number 16, H, carries -0.1149; number 17, H, carries -0.1208


Energy ordering: two at the bottom, the next structure 58.9 kJ/mol above.


one | The following is a quantum chemistry calculation of a 2-piece molecular cluster, H2N3O2 overall, from the Open Molecules 2025 dataset.

The frontier orbital gap (spin up / spin down) is 8.84 / 7.22 eV.

ORCA input file:
```
! RIJCOSX wB97M-V def2-TZVPD def2/J DEFGRID3
* xyz -1 1
N 0.7137 0.9260 0.3712
N -1.9968 0.3813 0.1901
N 1.2900 -0.1264 0.0047
O 2.5684 0.2561 0.2250
O 0.9727 -1.2312 -0.4774
H -1.9553 -0.5745 0.5031
H -1.5928 0.3687 -0.8167
*
```

Calculated atomic charges, method Löwdin, unit e: number 1, N, carries 0.1026; number 2, N, carries 0.0026; number 3, N, carries -0.6644; number 4, O, carries -0.2086; number 5, O, carries -0.1167; number 6, H, carries -0.0867; number 7, H, carries -0.0287


two | The following is a quantum chemistry calculation of a 2-piece molecular cluster, H2N3O2 overall, from the Open Molecules 2025 dataset.

The frontier orbital gap is 7.53 eV.

ORCA input file:
```
! RIJCOSX wB97M-V def2-TZVPD def2/J DEFGRID3
* xyz -1 1
N 0.3059 -0.4932 1.4571
N 0.8713 -0.6661 0.4065
N -1.1152 0.9130 -0.1369
O -2.1151 1.6452 -0.3684
O -0.5356 0.4197 -1.1313
H 1.8077 -0.2267 -0.0921
H 0.7809 -1.5919 -0.1350
*
```

Calculated atomic charges, method Löwdin, unit e: number 1, N, carries -0.0655; number 2, N, carries -0.2997; number 3, N, carries -0.3732; number 4, O, carries -0.2361; number 5, O, carries -0.2453; number 6, H, carries 0.1279; number 7, H, carries 0.0919


Energy ordering: two at the bottom, the next structure 126.7 kJ/mol above.


one | The following is a quantum chemistry calculation of a 2-piece molecular cluster, C4H12S2 overall, from the Open Molecules 2025 dataset.

The frontier orbital gap is 9.30 eV. Its SMILES is CCS.CCS.

ORCA input file:
```
! RIJCOSX wB97M-V def2-TZVPD def2/J DEFGRID3
* xyz 0 1
C -3.0369 -0.7264 0.8471
C -1.7882 -0.9221 0.0306
S -2.1231 -1.7901 -1.4954
H -3.8067 -0.3717 0.2051
H -3.2175 -1.7426 1.1241
H -3.0669 -0.0103 1.6810
H -1.0557 -1.6264 0.5879
H -1.3346 0.1570 -0.1873
H -2.6329 -0.6639 -2.0989
C 2.9955 0.9992 0.7815
C 2.7176 1.1764 -0.7025
S 1.0092 0.5075 -0.7067
H 2.4844 1.7923 1.2801
H 2.4538 0.0785 1.0067
H 4.0701 0.9541 1.0086
H 3.4300 0.5453 -1.3727
H 2.7344 2.2122 -0.9860
H 0.1674 -0.5690 -1.0034
*
```

Calculated atomic charges, method Löwdin, unit e: number 1, C, carries -0.1972; number 2, C, carries -0.7440; number 3, S, carries 0.6866; number 4, H, carries 0.0456; number 5, H, carries 0.0563; number 6, H, carries 0.0834; number 7, H, carries 0.0948; number 8, H, carries 0.0349; number 9, H, carries -0.0973; number 10, C, carries -0.2428; number 11, C, carries -0.5474; number 12, S, carries 0.6750; number 13, H, carries 0.0555; number 14, H, carries 0.0240; number 15, H, carries 0.0776; number 16, H, carries 0.1016; number 17, H, carries 0.0534; number 18, H, carries -0.1600


two | The following is a quantum chemistry calculation of a 2-piece molecular cluster, C4H12S2 overall, from the Open Molecules 2025 dataset.

The frontier orbital gap is 9.73 eV. Its SMILES is CCS.CCS.

ORCA input file:
```
! RIJCOSX wB97M-V def2-TZVPD def2/J DEFGRID3
* xyz 0 1
S -6.7001 -1.4236 -0.3521
C -4.1364 -0.5508 -0.7316
C -5.1623 -0.8827 0.3357
H -6.6129 -0.7158 -1.4984
H -3.2390 -0.1200 -0.2565
H -4.5168 0.1655 -1.4792
H -3.8479 -1.4806 -1.2501
H -4.9072 -1.6655 1.0757
H -5.3802 0.0488 0.8927
S 2.0877 -5.4588 -0.2240
C -0.0665 -4.7693 -1.6156
C 0.3881 -5.8935 -0.7122
H 2.5396 -5.2002 -1.4695
H -1.1586 -4.7609 -1.7701
H 0.4269 -4.8709 -2.5969
H 0.2331 -3.8062 -1.1693
H -0.2605 -6.0783 0.1657
H 0.4088 -6.8207 -1.3165
*
```

Calculated atomic charges, method Löwdin, unit e: number 1, S, carries 0.6786; number 2, C, carries -0.1954; number 3, C, carries -0.6860; number 4, H, carries -0.1406; number 5, H, carries 0.0729; number 6, H, carries 0.0668; number 7, H, carries 0.0724; number 8, H, carries 0.0696; number 9, H, carries 0.0618; number 10, S, carries 0.6614; number 11, C, carries -0.2339; number 12, C, carries -0.6295; number 13, H, carries -0.1377; number 14, H, carries 0.0702; number 15, H, carries 0.0691; number 16, H, carries 0.0579; number 17, H, carries 0.0762; number 18, H, carries 0.0662


Energy ordering: two at the bottom, the next structure 239.6 kJ/mol above.


one | The following is a quantum chemistry calculation of the molecule C2H4N4O, from the Open Molecules 2025 dataset.

The frontier orbital gap is 8.47 eV. Its SMILES is NC1=NN(N)C1=O.

ORCA input file:
```
! RIJCOSX wB97M-V def2-TZVPD def2/J DEFGRID3
* xyz 0 1
C -0.9399 -0.0662 0.1096
N 2.3316 -0.2797 -0.0028
N -2.2795 -0.1134 0.1059
N -0.0400 -1.0120 0.0738
N 1.0144 -0.0868 -0.2873
C 0.0442 1.0615 -0.1308
O 0.1345 2.2417 -0.0401
H 2.4805 -0.7742 0.8740
H 2.8127 -0.7414 -0.7698
H -2.7593 -0.9738 -0.1014
H -2.7994 0.7442 0.1691
*
```

Calculated atomic charges, method Löwdin, unit e: number 1, C, carries -0.3513; number 2, N, carries 0.0410; number 3, N, carries 0.1478; number 4, N, carries 0.1299; number 5, N, carries -0.2061; number 6, C, carries -0.2852; number 7, O, carries 0.1473; number 8, H, carries 0.0819; number 9, H, carries 0.0807; number 10, H, carries 0.1081; number 11, H, carries 0.1059


two | The following is a quantum chemistry calculation of C2H4N4O as an isolated structure, from the Open Molecules 2025 dataset.

The frontier orbital gap is 9.52 eV.

ORCA input file:
```
! RIJCOSX wB97M-V def2-TZVPD def2/J DEFGRID3
* xyz 0 1
N 1.1132 -0.2669 0.0006
N 0.3481 0.0961 0.9599
N 1.6798 0.6532 -0.7163
C -1.4343 -0.1797 0.5679
C -1.1559 -1.3548 -0.4955
O -1.8677 0.8927 0.1921
N -1.1552 -2.2397 -1.2294
H 0.4007 1.0927 1.2213
H 2.3597 0.3450 -1.3957
H 1.4320 1.6405 -0.6115
H -1.7203 -0.6789 1.5068
*
```

Calculated atomic charges, method Löwdin, unit e: number 1, N, carries -0.0822; number 2, N, carries 0.0257; number 3, N, carries 0.1001; number 4, C, carries -0.4398; number 5, C, carries -0.1748; number 6, O, carries -0.0202; number 7, N, carries 0.1158; number 8, H, carries 0.1053; number 9, H, carries 0.1200; number 10, H, carries 0.1303; number 11, H, carries 0.1197


Energy ordering: one at the bottom, the next structure 103.8 kJ/mol above.